8 unconnected molecules or ions with the total composition CH19N2O7 at a distorted geometry. Source: the OMol25 dataset; level of theory: the ωB97M-V functional and the def2-TZVPD basis.

Geometry as XYZ:
```
29
Properties=species:S:1:pos:R:3:mulliken_charge:R:1
N -1.95 0.99 0.37 -0.246
C -1.59 -0.17 -0.25 0.205
N -1.97 -0.38 -1.48 -0.270
H -2.52 1.62 -0.24 0.237
H -1.78 1.00 1.42 0.270
H -0.90 -0.84 0.19 0.234
H -1.43 -1.06 -2.01 0.277
H -2.54 0.37 -1.98 0.272
H 2.01 1.93 -1.46 0.288
H 1.37 0.58 -2.04 0.391
O 1.20 1.47 -1.72 -0.679
H 1.61 -0.20 3.00 0.356
H 2.43 -1.63 3.16 0.295
O 1.65 -1.18 2.81 -0.651
H -1.17 -0.76 2.52 0.298
H -2.27 -1.55 3.13 0.333
O -2.16 -0.62 2.77 -0.652
H 1.86 1.40 1.04 0.300
H 3.24 1.88 1.70 0.338
O 2.26 1.82 1.87 -0.644
H 1.11 -1.79 -3.15 0.299
H 1.27 -1.78 -1.65 0.358
O 0.99 -1.26 -2.36 -0.642
H 2.16 -3.58 0.10 0.325
H 2.06 -2.41 0.99 0.291
O 1.67 -2.72 0.17 -0.636
H -0.61 1.99 -2.13 0.335
H -1.28 2.48 -3.14 0.311
O -1.56 2.38 -2.31 -0.596
```

Computed properties:
Kohn-Sham gap in Ha: 0.430
Net charge: +1
E_LUMO in eV: -2.82

---

A molecular structure, CH19O11V at a distorted geometry. Source: the OMol25 dataset; level of theory: the ωB97M-V functional and the def2-TZVPD basis.

Geometry as XYZ:
```
32
Properties=species:S:1:pos:R:3:mulliken_charge:R:1
O -1.52 -5.35 -0.46 -0.600
V -1.61 -5.09 -2.06 1.588
O -3.12 -4.82 -2.47 -0.582
C 0.22 -0.04 -0.39 -0.522
O -0.13 -0.87 -1.45 -0.541
H -0.59 0.38 0.22 0.237
H 0.82 -0.58 0.34 0.229
H 0.84 0.83 -0.63 0.194
O 2.45 -0.32 -5.28 -0.636
H 1.75 -0.52 -4.67 0.321
H 2.51 0.64 -5.26 0.314
O 4.91 1.83 -0.99 -0.633
H 4.40 1.42 -0.29 0.317
H 4.43 2.64 -1.18 0.314
O -2.64 -1.09 -6.28 -0.631
H -2.87 -0.18 -6.13 0.320
H -2.01 -1.30 -5.59 0.311
O -6.44 0.46 3.13 -0.637
H -6.42 -0.49 3.23 0.317
H -5.52 0.70 2.98 0.320
O -0.32 -3.06 4.81 -0.638
H -0.90 -3.68 4.36 0.318
H -0.84 -2.74 5.54 0.320
O 0.10 3.79 3.78 -0.639
H 0.14 4.74 3.79 0.320
H -0.33 3.56 4.60 0.319
O 4.90 -1.79 4.21 -0.636
H 4.01 -1.51 3.99 0.319
H 5.18 -2.30 3.45 0.316
O -0.48 5.26 -1.95 -0.637
H -0.76 4.42 -2.31 0.320
H -0.14 5.05 -1.08 0.317
```

Computed properties:
Kohn-Sham gap in Ha: 0.124
Net charge: 0
E_LUMO in eV: -4.21

---

10 unconnected molecules or ions with the total composition CH19O12 at a distorted geometry. Source: the OMol25 dataset; level of theory: the ωB97M-V functional and the def2-TZVPD basis.

Geometry as XYZ:
```
32
Properties=species:S:1:pos:R:3:mulliken_charge:R:1
C 0.22 -1.21 0.84 0.639
O 0.14 -0.83 2.01 -0.930
O 0.24 -2.53 0.57 -0.461
O 0.02 -0.44 -0.13 -0.116
H 0.32 -3.07 1.33 0.372
O 1.31 1.40 3.06 -0.649
H 1.11 2.03 2.43 0.303
H 1.26 0.58 2.53 0.396
O 2.77 0.21 0.28 -0.707
H 2.88 0.45 -0.64 0.326
H 1.85 -0.01 0.41 0.053
O -2.56 -0.92 2.39 -0.733
H -2.67 -1.71 1.87 0.302
H -1.55 -0.92 2.50 0.408
O -2.07 -1.13 -1.40 -0.813
H -2.41 -1.77 -0.69 0.292
H -1.27 -0.89 -0.89 0.460
O 1.53 -2.02 -1.92 -0.700
H 0.93 -1.65 -1.26 0.397
H 2.15 -2.57 -1.48 0.290
O -0.83 0.67 -3.09 -0.739
H -1.40 0.23 -2.47 0.373
H -1.22 1.56 -3.16 0.325
O -2.37 1.24 0.86 -0.757
H -1.42 1.36 0.97 0.318
H -2.54 0.42 1.38 0.487
O 1.58 1.64 -2.02 -0.549
H 1.80 2.23 -2.78 0.229
H 0.70 1.29 -2.07 0.347
O 0.18 2.33 0.25 -0.767
H 1.11 2.60 0.41 0.334
H 0.21 1.40 -0.06 0.269
```

Computed properties:
Kohn-Sham gap in Ha: 0.349
Net charge: -1
E_LUMO in eV: 2.74

---

15 unconnected molecules or ions with the total composition CH19O8 at a distorted geometry. Source: the OMol25 dataset; level of theory: the ωB97M-V functional and the def2-TZVPD basis.

Geometry as XYZ:
```
28
Properties=species:S:1:pos:R:3:mulliken_charge:R:1
O 2.36 2.59 0.86 -0.607
H 2.08 2.42 1.79 0.325
H 3.96 -0.35 -0.75 0.189
H 1.81 2.01 0.34 0.266
O -2.93 -0.13 2.03 -0.448
H -3.45 0.48 2.43 0.348
H -2.05 0.20 2.07 0.236
H -0.80 3.56 -3.56 0.286
C 1.80 0.67 6.34 0.215
O 0.69 0.88 5.88 -0.215
H -1.57 -0.54 -5.41 0.361
H -0.64 -1.40 -1.85 0.113
H -1.35 1.35 1.27 0.210
O -0.97 -3.69 0.74 -0.612
H -1.66 -3.75 1.34 0.295
H -1.26 -3.66 -0.17 0.261
O -1.50 4.15 -3.29 -0.616
H -0.43 -3.76 -2.38 0.080
H -1.80 3.60 -2.50 0.336
O 1.27 -2.68 2.44 -0.645
H 0.74 -2.96 1.63 0.372
H 0.99 -1.74 2.44 0.293
O -1.24 1.20 -2.24 -0.658
H 0.16 1.85 -1.62 0.267
H 4.17 -3.22 2.01 0.300
O 0.84 0.58 -3.21 -0.659
H -0.12 0.81 -2.89 0.347
H 0.90 1.51 -3.72 0.360
```

Computed properties:
Kohn-Sham gap in Ha: 0.081
Net charge: +1
E_LUMO in eV: -9.57

---

A molecular structure, CH20MnO12 at a distorted geometry. Source: the OMol25 dataset; level of theory: the ωB97M-V functional and the def2-TZVPD basis.

Geometry as XYZ:
```
34
Properties=species:S:1:pos:R:3:mulliken_spin:R:1
O 11.52 -24.16 -18.19 -0.002
H 11.54 -23.27 -17.82 0.000
H 11.18 -24.76 -17.52 0.005
H 10.86 -24.12 -18.89 -0.001
O 10.45 -26.81 -20.10 0.003
H 10.60 -27.11 -19.20 -0.003
H 9.60 -27.13 -20.42 0.001
H 10.43 -25.85 -20.12 0.000
Mn 7.76 -25.47 -17.42 4.892
C 9.82 -27.08 -16.88 -0.055
O 9.88 -25.80 -16.93 0.043
O 10.58 -27.81 -17.48 0.012
O 8.63 -27.37 -16.69 0.097
O 8.69 -30.60 -16.14 0.481
H 7.98 -30.28 -16.70 -0.021
H 8.85 -29.89 -15.52 -0.011
O 11.63 -30.30 -16.90 0.569
H 10.86 -30.85 -16.81 -0.014
H 11.28 -29.44 -17.14 -0.026
O 9.14 -28.59 -13.93 0.013
H 8.99 -28.04 -14.70 -0.005
H 10.08 -28.71 -13.89 -0.002
O 12.60 -26.99 -15.84 0.002
H 11.90 -27.31 -16.40 -0.004
H 13.37 -26.97 -16.40 0.000
O 5.98 -29.32 -17.06 0.001
H 6.61 -28.61 -17.16 0.000
H 5.24 -29.07 -17.61 -0.001
O 9.98 -25.41 -14.08 0.003
H 10.28 -24.50 -14.10 -0.001
H 9.86 -25.64 -15.00 0.010
O 8.29 -29.20 -18.89 0.007
H 8.99 -29.84 -19.04 0.001
H 8.63 -28.64 -18.19 0.003
```

Computed properties:
Kohn-Sham gap (alpha / beta) in Ha: 0.198 / 0.158
Multiplicity: 7
Net charge: +3
E_LUMO (alpha / beta) in eV: -14.53 / -15.60

---

9 unconnected molecules or ions with the total composition CH20O9 at a distorted geometry. Source: the OMol25 dataset; level of theory: the ωB97M-V functional and the def2-TZVPD basis.

Geometry as XYZ:
```
30
Properties=species:S:1:pos:R:3:mulliken_charge:R:1
C -4.93 14.84 27.30 -0.442
O -4.42 16.15 27.37 -0.534
H -5.93 14.75 27.72 0.220
H -4.89 14.49 26.27 0.234
H -4.27 14.12 27.78 0.221
H -5.07 16.85 27.24 0.306
O -7.87 10.91 26.00 -0.615
H -7.96 9.99 25.75 0.310
H -7.32 10.88 26.79 0.305
O -7.71 6.66 25.24 -0.629
H -7.30 6.12 25.91 0.309
H -8.65 6.59 25.40 0.328
O -9.76 14.49 27.07 -0.654
H -9.61 13.54 27.04 0.318
H -9.32 14.83 26.30 0.326
O -9.96 9.61 30.75 -0.620
H -9.24 10.23 30.61 0.310
H -10.32 9.85 31.60 0.317
O -5.71 10.62 29.45 -0.611
H -4.85 10.26 29.23 0.309
H -5.60 10.95 30.34 0.313
O -7.69 13.86 23.66 -0.621
H -7.53 13.09 24.20 0.314
H -6.95 13.89 23.06 0.299
O -6.51 9.02 22.02 -0.642
H -6.76 8.54 22.80 0.320
H -7.14 8.73 21.35 0.314
O -10.86 8.06 27.22 -0.633
H -10.55 8.45 28.04 0.324
H -11.42 7.33 27.50 0.304
```

Computed properties:
Kohn-Sham gap in Ha: 0.378
SMILES: CO.O.O.O.O.O.O.O.O
Net charge: 0
E_LUMO in eV: 0.08